Below is a 5-piece molecular cluster, C21H33BF12O11Si overall in a non-equilibrium geometry, with properties calculated with ωB97M-V/def2-TZVPD.

## Properties
- structure (SMILES) = CCB(O)[SiH2]CCOC=O.CCOC(=O)C(F)(F)F.CCOC(=O)C(F)(F)F.CCOC(=O)C(F)(F)F.CCOC(=O)C(F)(F)F
- net charge = 0
- orbital gap (eV) = 9.7

Cartesian coordinates (Å):
C (1.209, -1.625, 4.002)
C (1.712, -0.580, 2.998)
B (0.691, 0.562, 2.643)
O (0.829, 1.175, 1.389)
Si (-0.759, 1.257, 3.823)
C (-2.056, -0.047, 4.311)
C (-3.178, -0.169, 3.293)
O (-2.765, -0.799, 2.086)
C (-2.234, -2.018, 2.283)
O (-2.809, -2.943, 2.638)
H (1.020, -1.224, 4.987)
H (1.973, -2.379, 4.125)
H (0.343, -2.145, 3.629)
H (2.674, -0.200, 3.318)
H (1.924, -1.104, 2.067)
H (0.381, 0.666, 0.706)
H (-1.493, 2.323, 3.095)
H (-0.176, 1.905, 5.025)
H (-1.627, -1.004, 4.578)
H (-2.533, 0.318, 5.212)
H (-3.441, 0.836, 3.011)
H (-4.069, -0.602, 3.722)
H (-1.153, -2.083, 2.118)
C (3.575, 3.809, 1.609)
C (2.433, 3.783, 0.616)
O (1.816, 5.085, 0.506)
C (2.424, 5.952, -0.282)
O (3.428, 5.766, -0.900)
C (1.614, 7.255, -0.337)
F (1.215, 7.639, 0.881)
F (0.516, 7.089, -1.097)
F (2.333, 8.243, -0.867)
H (3.232, 4.186, 2.574)
H (3.980, 2.807, 1.744)
H (4.378, 4.464, 1.272)
H (1.658, 3.107, 0.960)
H (2.760, 3.434, -0.363)
C (0.302, -8.590, 2.214)
C (-0.576, -7.438, 1.774)
O (-0.078, -6.183, 2.276)
C (0.910, -5.632, 1.593)
O (1.428, -6.068, 0.613)
C (1.284, -4.288, 2.231)
F (1.370, -4.369, 3.562)
F (0.349, -3.354, 1.944)
F (2.450, -3.834, 1.785)
H (0.408, -8.595, 3.299)
H (-0.130, -9.538, 1.897)
H (1.302, -8.507, 1.789)
H (-1.576, -7.547, 2.190)
H (-0.675, -7.398, 0.691)
C (2.079, 5.395, -3.870)
C (0.836, 5.253, -4.720)
O (1.000, 4.221, -5.712)
C (0.811, 2.980, -5.293)
O (0.526, 2.643, -4.186)
C (0.973, 2.007, -6.470)
F (2.056, 2.302, -7.203)
F (-0.098, 2.066, -7.274)
F (1.098, 0.754, -6.039)
H (2.955, 5.567, -4.496)
H (1.973, 6.228, -3.179)
H (2.267, 4.489, -3.294)
H (0.650, 6.172, -5.272)
H (-0.045, 5.054, -4.112)
C (-2.671, -1.180, -0.816)
C (-2.040, -2.107, -1.834)
O (-3.018, -2.611, -2.761)
C (-3.340, -1.804, -3.762)
O (-2.902, -0.715, -3.960)
C (-4.353, -2.502, -4.681)
F (-5.321, -3.104, -3.975)
F (-3.740, -3.439, -5.422)
F (-4.927, -1.632, -5.507)
H (-3.499, -1.674, -0.309)
H (-1.939, -0.870, -0.080)
H (-3.073, -0.287, -1.296)
H (-1.624, -2.982, -1.336)
H (-1.226, -1.621, -2.371)

Mulliken atomic charge list, values in e, 6 entries: C -1.37; C -0.27; B 0.22; O -0.44; Si 0.48; C -0.76